(1)
DFT (ωB97M-V with the def2-TZVPD basis set) results for a structure of composition C34H28Cl3N3OSTi in a non-equilibrium geometry.

Structure (XYZ):
```
71
C34H28Cl3N3OSTi (ωB97M-V with the def2-TZVPD basis set)
Ti 0.549 -0.475 -0.601
Cl 5.965 3.401 -2.748
C 4.526 2.757 -2.041
C 3.414 3.582 -1.880
C 2.265 3.048 -1.336
C 2.179 1.701 -0.959
O 1.049 1.230 -0.495
C 3.359 0.885 -1.051
C 3.405 -0.411 -0.482
N 2.332 -0.970 0.052
C 2.337 -2.055 0.888
C 3.444 -2.837 1.257
C 3.287 -3.902 2.125
C 2.050 -4.237 2.643
C 0.913 -3.484 2.311
C -0.379 -3.752 2.814
C -1.420 -2.916 2.462
C -1.193 -1.854 1.600
N 0.013 -1.577 1.075
C 1.056 -2.376 1.429
C 4.517 1.448 -1.625
H 3.460 4.620 -2.169
H 1.384 3.659 -1.196
H 4.374 -0.910 -0.419
H 4.422 -2.622 0.855
H 4.153 -4.484 2.403
H 1.937 -5.068 3.323
H -0.535 -4.599 3.463
H -2.407 -3.077 2.869
H -2.010 -1.203 1.309
H 5.404 0.843 -1.737
C -2.490 4.233 2.762
C -2.811 2.735 2.844
C -4.106 2.531 3.641
C -1.678 2.029 3.596
C -2.957 2.204 1.429
C -4.054 2.585 0.647
C -4.233 2.140 -0.651
C -3.291 1.284 -1.189
S -3.202 0.562 -2.781
C -1.637 -0.122 -2.349
N -1.293 0.092 -1.078
C -2.168 0.906 -0.432
C -2.004 1.371 0.871
C -0.652 -0.633 -3.240
C -0.892 -0.870 -4.600
C 0.162 -1.208 -5.421
C 1.446 -1.285 -4.899
C 1.674 -1.065 -3.542
C 0.645 -0.774 -2.655
H -2.398 4.649 3.763
H -3.273 4.771 2.233
H -1.555 4.388 2.229
H -3.959 2.872 4.664
H -4.385 1.479 3.666
H -4.933 3.093 3.218
H -1.640 2.386 4.623
H -0.716 2.236 3.136
H -1.832 0.952 3.618
H -4.786 3.267 1.049
H -5.085 2.463 -1.229
H -1.101 1.069 1.389
H -1.896 -0.763 -4.991
H -0.005 -1.396 -6.472
H 2.276 -1.511 -5.554
H 2.695 -1.133 -3.175
Cl 2.016 -3.435 -1.619
C 0.429 -4.127 -1.932
Cl -0.809 -3.045 -1.259
H 0.365 -5.096 -1.437
H 0.286 -4.202 -3.009
```

Results
Net charge   0
Multiplicity   3
⟨S²⟩   2.078
M   680.91 g mol⁻¹
Frontier orbital gap (alpha / beta)   4.60 / 7.09 eV


(2)
DFT (ωB97M-V with the def2-TZVPD basis set) results for a structure of composition C34H28Cl92GaNO2P in a non-equilibrium geometry.

Structure (XYZ):
```
159
C34H28Cl92GaNO2P (ωB97M-V with the def2-TZVPD basis set)
C 10.127 4.507 3.050
C 8.779 3.809 2.928
O 7.822 4.780 2.577
C 6.486 4.507 3.052
C 5.527 4.552 1.859
C 4.503 5.672 1.921
C 3.441 5.528 3.027
C 3.013 4.091 3.344
Ga 1.596 3.289 2.098
C 0.388 4.642 1.168
C -1.094 4.474 1.548
C 0.405 2.079 3.290
C 1.266 1.404 4.402
N 1.013 1.953 5.739
P 2.716 1.838 0.615
O 3.645 2.634 -0.286
H 10.947 3.796 3.020
H 10.161 5.079 3.974
H 10.205 5.213 2.234
H 8.566 3.325 3.883
H 8.892 3.044 2.152
H 6.468 3.502 3.477
H 6.233 5.244 3.812
H 5.002 3.608 1.762
H 6.138 4.664 0.968
H 4.060 5.841 0.944
H 5.058 6.590 2.139
H 2.554 6.053 2.675
H 3.735 6.057 3.935
H 2.553 4.103 4.333
H 3.854 3.400 3.421
H 0.677 5.672 1.366
H 0.455 4.478 0.093
H -1.734 4.847 0.745
H -1.336 5.003 2.463
H -1.356 3.425 1.662
H -0.377 2.652 3.786
H -0.043 1.269 2.707
H 2.327 1.528 4.197
H 1.041 0.340 4.465
H 1.232 2.942 5.774
H 0.036 1.841 5.981
H 3.472 0.891 1.362
H 1.791 1.046 -0.131
C 2.631 -2.800 1.558
Cl 3.749 -2.132 0.368
Cl 3.534 -3.600 2.858
Cl 1.643 -1.512 2.253
Cl 1.558 -3.956 0.763
C -2.615 -4.816 1.187
Cl -1.847 -5.867 -0.013
Cl -1.415 -3.661 1.795
Cl -3.945 -3.937 0.430
Cl -3.224 -5.791 2.526
C 5.762 4.353 -3.055
Cl 6.635 4.317 -1.525
Cl 6.902 4.486 -4.410
Cl 4.836 2.868 -3.203
Cl 4.690 5.757 -3.062
C 13.115 7.029 2.352
Cl 11.449 7.563 2.534
Cl 13.147 5.523 1.435
Cl 14.053 8.252 1.482
Cl 13.846 6.760 3.948
C -6.671 -7.072 0.276
Cl -5.443 -6.542 -0.877
Cl -5.925 -8.015 1.570
Cl -7.479 -5.658 0.963
Cl -7.856 -8.082 -0.559
C 15.347 5.993 -1.682
Cl 16.310 5.864 -0.206
Cl 16.425 5.885 -3.081
Cl 14.163 4.683 -1.733
Cl 14.473 7.530 -1.716
C -11.497 -9.746 -0.183
Cl -10.694 -10.886 -1.268
Cl -11.436 -8.123 -0.869
Cl -13.190 -10.214 0.032
Cl -10.682 -9.755 1.388
C -3.535 0.485 1.643
Cl -2.711 1.253 0.285
Cl -3.322 1.467 3.092
Cl -5.267 0.318 1.276
Cl -2.868 -1.130 1.889
C -13.237 -11.547 -4.913
Cl -14.827 -11.880 -5.612
Cl -12.194 -12.961 -5.121
Cl -12.515 -10.159 -5.726
Cl -13.415 -11.193 -3.191
C -13.833 -6.782 -4.127
Cl -13.883 -5.214 -4.939
Cl -14.834 -7.936 -5.021
Cl -12.160 -7.353 -4.058
Cl -14.462 -6.619 -2.484
C -6.693 -11.632 -2.414
Cl -8.266 -11.979 -3.143
Cl -5.632 -13.033 -2.604
Cl -5.972 -10.233 -3.214
Cl -6.914 -11.279 -0.701
C -5.109 -3.049 -3.758
Cl -4.280 -2.225 -5.079
Cl -4.929 -2.104 -2.279
Cl -6.827 -3.217 -4.151
Cl -4.409 -4.660 -3.546
C 10.200 9.230 6.286
Cl 11.459 8.131 5.719
Cl 10.368 10.786 5.464
Cl 8.617 8.540 5.922
Cl 10.356 9.467 8.033
C -6.456 1.823 -3.167
Cl -7.967 2.740 -3.084
Cl -6.770 0.234 -3.880
Cl -5.291 2.693 -4.170
Cl -5.797 1.630 -1.541
C 18.948 9.058 -0.278
Cl 19.084 9.014 -2.039
Cl 17.250 8.938 0.179
Cl 19.838 7.697 0.414
Cl 19.625 10.574 0.329
C -15.150 -11.172 -9.840
Cl -14.356 -10.308 -11.162
Cl -14.918 -10.291 -8.329
Cl -16.878 -11.313 -10.182
Cl -14.447 -12.786 -9.685
C 12.017 1.686 0.016
Cl 11.712 0.453 -1.212
Cl 13.755 2.019 0.097
Cl 11.147 3.164 -0.407
Cl 11.454 1.108 1.587
C 7.098 -0.082 2.878
Cl 7.971 0.004 4.417
Cl 8.261 -0.184 1.549
Cl 6.054 -1.512 2.876
Cl 6.101 1.357 2.675
C -15.406 -7.606 2.741
Cl -13.803 -8.301 2.517
Cl -16.540 -8.380 1.625
Cl -15.942 -7.872 4.404
Cl -15.349 -5.871 2.409
C -12.570 -6.155 6.658
Cl -11.845 -7.190 5.424
Cl -11.333 -5.093 7.338
Cl -13.850 -5.179 5.931
Cl -13.254 -7.161 7.941
C -5.693 6.640 -4.373
Cl -5.306 8.344 -4.643
Cl -7.425 6.473 -4.062
Cl -5.265 5.711 -5.818
Cl -4.782 6.048 -2.984
C 0.851 4.235 -4.311
Cl -0.452 5.267 -3.700
Cl 1.842 5.158 -5.451
Cl 1.841 3.667 -2.978
Cl 0.150 2.838 -5.146
C 0.471 -1.107 -6.978
Cl 1.467 -0.980 -5.529
Cl 1.501 -1.052 -8.413
Cl -0.423 -2.633 -6.952
Cl -0.671 0.241 -7.023
```

Results
Net charge   -1
Multiplicity   1
M   3844.98 g mol⁻¹
Frontier orbital gap   5.73 eV


(3)
DFT (ωB97M-V with the def2-TZVPD basis set) results for a structure of composition C34H28ClLiN9O in a non-equilibrium geometry.

Structure (XYZ):
```
74
C34H28ClLiN9O (ωB97M-V with the def2-TZVPD basis set)
Li -0.886 -2.458 -1.849
C -0.575 -2.665 3.482
N -1.225 -2.930 2.207
C -0.977 -2.324 1.015
N -1.782 -2.822 0.094
C -2.514 -3.734 0.760
N -2.242 -3.854 2.064
C -1.201 -1.482 4.170
C -1.767 -1.671 5.414
C -2.396 -0.593 6.096
C -2.366 0.609 5.469
C -1.695 0.835 4.281
C -1.182 -0.233 3.567
C -1.767 2.164 3.617
N -1.951 3.335 4.116
N -2.019 4.224 3.037
C -1.921 3.488 1.972
O -1.658 2.173 2.260
C -1.969 3.938 0.589
C -2.572 5.169 0.250
C -2.481 5.568 -1.085
C -1.966 4.803 -2.122
C -1.428 3.620 -1.775
C -0.734 2.764 -2.828
N -1.296 1.460 -3.008
C -0.977 0.343 -2.320
N -1.850 -0.585 -2.584
C -2.776 0.001 -3.402
N -2.475 1.271 -3.642
C -1.509 3.126 -0.452
H 0.462 -2.394 3.208
H -0.494 -3.576 4.012
H -0.118 -1.734 0.815
H -3.252 -4.413 0.249
H -1.703 -2.603 5.875
H -2.881 -0.743 7.059
H -2.949 1.441 5.942
H -0.700 -0.096 2.638
H -2.848 5.816 1.068
H -2.859 6.550 -1.295
H -1.978 5.047 -3.163
H 0.293 2.623 -2.520
H -0.689 3.306 -3.784
H -0.040 0.122 -1.778
H -3.659 -0.459 -3.696
H -1.167 2.108 -0.267
N 0.885 -1.590 -1.174
C 2.052 -1.155 -1.224
C 2.467 0.179 -1.828
C 2.639 1.334 -1.082
C 2.967 2.512 -1.604
C 3.276 2.560 -2.988
C 3.146 1.423 -3.773
C 2.627 0.224 -3.209
C 3.209 -1.949 -0.649
C 2.940 -3.273 -0.299
C 3.948 -4.046 0.273
C 5.241 -3.576 0.375
C 5.515 -2.287 -0.032
C 4.522 -1.470 -0.600
H 2.644 1.233 -0.014
H 3.031 3.435 -0.976
H 3.613 3.486 -3.462
H 3.325 1.431 -4.822
H 2.411 -0.627 -3.857
H 1.872 -3.544 -0.378
H 3.732 -5.092 0.563
H 5.999 -4.236 0.800
H 6.483 -1.915 0.106
H 4.790 -0.478 -0.953
Cl -3.138 -3.752 -3.263
C -1.201 -4.000 -3.139
H -1.102 -4.490 -4.108
H -1.152 -4.870 -2.441
```

Results
Net charge   -1
Multiplicity   1
M   621.05 g mol⁻¹
Frontier orbital gap   5.71 eV


(4)
DFT (ωB97M-V with the def2-TZVPD basis set) results for a structure of composition C34H28CuNO4Te.

Structure (XYZ):
```
69
C34H28CuNO4Te (ωB97M-V with the def2-TZVPD basis set)
Cu 1.091 0.103 -3.456
O 0.094 1.318 -0.293
C -1.235 0.948 -0.027
C -1.781 0.105 -1.247
O -2.801 -0.579 -1.043
O -1.122 0.263 -2.296
C -1.266 0.144 1.267
C -2.445 -0.058 1.985
C -2.441 -0.778 3.168
C -1.259 -1.320 3.660
C -0.086 -1.135 2.945
C -0.089 -0.409 1.760
C -2.091 2.215 0.120
C -1.471 3.388 0.543
C -2.200 4.556 0.706
C -3.565 4.575 0.445
C -4.186 3.413 0.011
C -3.456 2.241 -0.152
H 0.184 1.187 -1.261
H -3.371 0.349 1.605
H -3.371 -0.925 3.708
H -1.258 -1.893 4.580
H 0.843 -1.561 3.308
H 0.825 -0.257 1.202
H -0.402 3.376 0.705
H -1.695 5.462 1.024
H -4.134 5.490 0.565
H -5.247 3.416 -0.215
H -3.932 1.337 -0.512
C 2.171 1.782 -3.402
C 2.011 2.839 -2.396
C 2.785 2.868 -1.222
C 2.640 3.864 -0.272
C 1.715 4.888 -0.446
C 0.927 4.873 -1.593
C 1.071 3.874 -2.540
H 3.205 1.417 -3.403
H 1.951 2.174 -4.404
H 3.496 2.066 -1.054
H 3.251 3.834 0.625
H 1.592 5.661 0.303
H 0.175 5.642 -1.741
H 0.429 3.869 -3.415
O 1.082 -3.535 -5.642
C 1.028 -2.612 -4.871
N 0.985 -1.712 -4.104
Te 0.136 -2.995 -1.390
C -0.743 -3.882 0.327
C -0.213 -5.003 0.967
C -0.879 -5.587 2.035
C -2.100 -5.075 2.457
C -2.640 -3.971 1.813
C -1.962 -3.365 0.761
C 2.018 -2.571 -0.525
C 2.292 -2.737 0.830
C 3.529 -2.373 1.347
C 4.505 -1.830 0.523
C 4.231 -1.658 -0.828
C 3.002 -2.029 -1.353
H 0.727 -5.419 0.624
H -0.450 -6.451 2.531
H -2.625 -5.533 3.287
H -3.583 -3.554 2.145
H -2.374 -2.481 0.280
H 1.532 -3.130 1.492
H 3.721 -2.500 2.407
H 5.463 -1.531 0.931
H 4.973 -1.217 -1.483
H 2.793 -1.872 -2.405
```

Results
Energy above the lowest of the compared OMol25 structures with the same formula, charge and spin   3.74 kcal per mole
Net charge   -2
Multiplicity   1
M   705.75 g mol⁻¹
Frontier orbital gap   5.74 eV


(5)
DFT (ωB97M-V with the def2-TZVPD basis set) results for a structure of composition C34H28N9OsS2 in a non-equilibrium geometry.

Structure (XYZ):
```
74
C34H28N9OsS2 (ωB97M-V with the def2-TZVPD basis set)
Os -0.417 0.240 0.177
C -0.317 0.282 4.551
C -0.739 0.459 3.238
N 0.087 0.211 2.218
C 1.347 -0.202 2.511
C 1.734 -0.344 3.834
N 0.911 -0.110 4.848
C 2.209 -0.516 1.357
C 3.573 -0.719 1.367
C 4.256 -0.956 0.164
C 3.486 -1.018 -1.008
C 2.124 -0.808 -0.953
N 1.523 -0.545 0.210
C 1.183 -0.786 -2.084
C 1.494 -1.221 -3.362
N 0.608 -1.241 -4.348
C -0.614 -0.811 -4.070
C -0.959 -0.338 -2.811
N -0.067 -0.330 -1.816
C 5.734 -1.060 0.123
C 6.420 -1.189 -1.084
C 7.807 -1.160 -1.081
N 8.532 -1.021 0.023
C 7.885 -0.939 1.179
C 6.501 -0.960 1.283
H -1.001 0.462 5.372
H -1.740 0.791 3.010
H 2.738 -0.664 4.086
H 4.111 -0.662 2.300
H 3.955 -1.206 -1.961
H 2.493 -1.567 -3.600
H -1.350 -0.837 -4.864
H -1.953 0.026 -2.601
H 5.919 -1.321 -2.032
H 8.357 -1.243 -2.011
H 8.497 -0.843 2.068
H 6.066 -0.912 2.271
C 1.983 2.537 -0.182
C 0.627 3.162 -0.194
C 0.523 4.553 -0.344
C -0.698 5.166 -0.360
C -1.852 4.374 -0.222
C -3.163 4.915 -0.227
C -4.277 4.119 -0.095
C -4.124 2.741 0.047
C -2.850 2.181 0.056
S -2.567 0.504 0.216
C -1.688 2.986 -0.077
N -0.455 2.376 -0.061
H 2.751 3.293 -0.319
H 2.076 1.807 -0.987
H 2.166 2.037 0.770
H 1.430 5.130 -0.449
H -0.783 6.239 -0.477
H -3.275 5.987 -0.341
H -5.266 4.556 -0.102
H -4.992 2.101 0.149
C -0.570 -7.019 1.059
C -0.039 -5.790 0.411
C 1.014 -5.744 -0.467
C 1.390 -4.510 -1.000
N 0.773 -3.364 -0.663
C -0.236 -3.419 0.188
S -1.154 -2.058 0.714
N -0.638 -4.612 0.707
C 2.507 -4.406 -1.982
H -0.041 -7.898 0.704
H -1.634 -7.137 0.841
H -0.455 -6.955 2.143
H 1.531 -6.651 -0.742
H -1.432 -4.608 1.339
H 2.940 -5.376 -2.213
H 3.286 -3.755 -1.580
H 2.137 -3.954 -2.904
```

Results
Energy above the lowest of the compared OMol25 structures with the same formula, charge and spin   10.76 kcal per mole
Net charge   +3
Multiplicity   1
M   817.03 g mol⁻¹
Frontier orbital gap (alpha / beta)   5.41 / 5.13 eV